DFT (the ωB97M-V functional and the def2-TZVPD basis) results for a cluster of 2 separate species, C7H11N3O3 in total.

Geometry as XYZ:
```
24
Properties=species:S:1:pos:R:3:nbo_charge:R:1
C -0.6628 0.4390 -2.3179 -0.6321
C 0.7117 0.4087 -1.4632 -0.4232
C 1.0111 -1.0675 -0.9419 -0.4527
C 0.5852 -1.2866 0.6001 0.2218
C 1.1592 -2.5091 1.2645 -0.1310
C 0.7568 -2.7106 2.7214 -0.1775
C -0.1181 -1.5682 3.1882 0.0365
N -0.5107 -0.5359 2.3588 -0.2378
N -0.2557 -0.3001 1.0834 -0.1036
H -0.4348 0.1077 -3.3895 0.2038
H -1.0929 1.4958 -2.2721 0.3007
H -1.3712 -0.2997 -1.8105 0.1766
H 1.5388 0.6528 -2.2247 0.2191
H 0.7681 1.2208 -0.6754 0.2537
H 2.1488 -1.2376 -0.9879 0.2287
H 0.5228 -1.8613 -1.6099 0.2459
H 1.8231 -3.2249 0.7007 0.2718
H 1.0629 -3.5789 3.3679 0.2747
H -0.4634 -1.5711 4.2715 0.2616
H -1.1120 0.1923 2.7937 0.4484
N -1.5174 4.3110 -1.1639 0.7089
O -2.3902 3.6606 -1.7766 -0.5680
O -0.3352 3.9063 -1.1518 -0.5885
O -1.8241 5.3567 -0.5646 -0.5377
```

Values from the calculation:
Kohn-Sham gap, Eh: 0.111
E_HOMO, eV: -6.307
DFT total energy, eV: -18040.9945

=====

DFT (the ωB97M-V functional and the def2-TZVPD basis) results for a cluster of 12 separate species, C38H106N6O13 in total.

Geometry as XYZ:
```
163
Properties=species:S:1:pos:R:3:mulliken_spin:R:1
C -5.9624 0.5285 -1.2850 -0.0009
O -5.1625 1.4201 -2.0801 0.0024
C -3.8300 0.9281 -2.3326 -0.0085
C -3.3456 1.8772 -3.4844 0.0328
N -1.9151 1.7267 -3.8671 0.8702
C -1.7275 2.5837 -5.0405 -0.0309
C -0.2824 2.6322 -5.6417 0.0137
O 0.3912 3.6809 -4.9144 0.0015
C 1.7708 3.5668 -5.0055 0.0007
H -5.6599 0.4431 -0.2413 0.0001
H -6.1320 -0.4409 -1.7536 0.0003
H -7.0273 0.7611 -1.2792 -0.0001
H -3.8513 -0.0787 -2.7498 0.0040
H -3.1843 1.0237 -1.4597 -0.0025
H -3.6025 2.8154 -2.9926 0.0325
H -4.0239 1.6102 -4.2948 0.0163
H -1.5317 0.7928 -3.8362 -0.0420
H -2.0677 3.5931 -4.8094 0.0427
H -2.3597 2.3132 -5.8862 0.0615
H -0.2936 2.8226 -6.7148 0.0010
H 0.1491 1.6420 -5.4948 -0.0015
H 2.1800 2.8053 -4.3416 0.0001
H 2.1728 4.5751 -4.9068 0.0007
H 2.1723 3.3764 -6.0008 0.0003
C -6.7236 1.9433 4.1066 0.0000
C -6.5094 0.8537 3.1102 0.0000
C -5.0419 0.7766 2.8113 0.0000
O -4.2174 0.4314 3.9026 0.0000
C -2.8099 0.9065 3.8345 0.0000
N -6.9659 -0.3863 3.6713 0.0000
H -6.4303 2.9178 3.7161 0.0000
H -6.1732 1.8443 5.0422 0.0000
H -7.7679 2.0285 4.4071 0.0000
H -7.0704 0.9672 2.1825 0.0000
H -4.7075 1.6604 2.2680 0.0000
H -4.8229 -0.1193 2.2303 0.0000
H -2.3227 0.9453 4.8088 0.0000
H -2.8508 1.9248 3.4478 0.0000
H -2.2777 0.1220 3.2965 0.0000
H -7.6535 -0.1718 4.3793 0.0000
H -6.1978 -0.7408 4.2231 0.0000
C -3.4257 -3.0216 -2.9668 -0.0005
C -2.5548 -2.7537 -1.6339 0.0005
C -2.7262 -3.8335 -0.5707 0.0001
O -4.0115 -3.8286 0.1500 0.0000
C -4.3562 -2.5731 0.6206 0.0002
N -1.1239 -2.5504 -1.9215 -0.0004
H -4.4927 -2.9914 -2.7462 0.0000
H -3.3117 -3.9574 -3.5140 0.0000
H -2.9973 -2.3262 -3.6886 0.0007
H -2.7475 -1.7526 -1.2482 0.0000
H -1.9247 -3.6338 0.1404 0.0001
H -2.5570 -4.8781 -0.8321 0.0000
H -4.3592 -1.8260 -0.1732 0.0000
H -3.5597 -2.3179 1.3195 0.0000
H -5.3263 -2.4612 1.1048 0.0000
H -0.8037 -3.4220 -2.3188 0.0002
H -0.4953 -2.4899 -1.1333 0.0001
C 2.1687 -5.8022 -1.0406 0.0000
C 0.7627 -6.2560 -0.7501 0.0000
C -0.1324 -6.3818 -2.0632 0.0000
O -0.1459 -5.0626 -2.7265 0.0001
C -0.4379 -5.2630 -4.1352 0.0000
N 0.7398 -7.4986 -0.0661 0.0000
H 2.6184 -6.4838 -1.7627 0.0000
H 2.8449 -6.0012 -0.2092 0.0000
H 2.0823 -4.7986 -1.4573 0.0000
H 0.1614 -5.5048 -0.2380 0.0000
H -1.1865 -6.6084 -1.9025 0.0000
H 0.4081 -6.9753 -2.8005 0.0000
H -0.6014 -4.2829 -4.5833 0.0000
H -1.3307 -5.8675 -4.2949 0.0000
H 0.2368 -5.8836 -4.7249 0.0000
H 1.7077 -7.7822 -0.0135 0.0000
H 0.5228 -7.2444 0.8870 0.0000
C 3.1910 4.7768 -1.9965 0.0001
C 2.9187 3.5299 -1.1328 0.0004
C 4.1235 2.7866 -0.5024 -0.0001
O 4.9847 2.1291 -1.4880 0.0000
C 6.2436 1.6443 -0.8669 0.0000
N 1.8618 3.8655 -0.2264 0.0000
H 3.9696 4.5858 -2.7351 0.0000
H 3.7348 5.5636 -1.4737 0.0000
H 2.3008 5.1065 -2.5321 -0.0003
H 2.3788 2.8642 -1.8062 -0.0004
H 3.7594 2.0154 0.1764 0.0000
H 4.6564 3.3862 0.2356 0.0000
H 6.8745 1.1865 -1.6287 0.0000
H 6.1241 0.9588 -0.0279 0.0000
H 6.7961 2.4799 -0.4371 0.0000
H 1.2418 4.3887 -0.8280 0.0003
H 2.2273 4.5829 0.3833 0.0000
C -0.3623 0.9088 -0.8072 0.0096
C -0.5298 0.7571 0.7467 0.0068
C 0.6149 -0.0188 1.3255 0.0003
O 0.6783 -1.3380 0.8000 0.0001
C 1.9054 -2.0756 0.9577 -0.0002
N -0.6914 2.1104 1.2548 0.0001
H 0.6009 1.3089 -1.1238 -0.0019
H -1.1400 1.5905 -1.1515 -0.0094
H -0.4890 -0.0725 -1.2644 -0.0034
H -1.4806 0.2516 0.9153 -0.0001
H 0.4777 -0.1011 2.4037 0.0004
H 1.5335 0.5305 1.1193 -0.0003
H 2.1838 -2.0918 2.0115 0.0001
H 2.7493 -1.7985 0.3259 0.0000
H 1.6837 -3.0424 0.5057 0.0001
H -0.3486 2.0947 2.2047 0.0002
H 0.0354 2.6792 0.8445 0.0000
C 3.1383 2.6541 2.9580 0.0000
C 2.5806 1.4776 3.6524 0.0001
O 3.1784 1.4394 4.9310 0.0000
H 2.8254 3.5508 3.4928 0.0000
H 2.5185 2.8869 2.0922 0.0000
H 4.2233 2.6067 2.8645 0.0000
H 2.7951 0.5881 3.0601 -0.0001
H 1.5222 1.7335 3.6020 0.0000
H 3.1031 0.4975 5.1002 0.0000
C 4.7272 -1.2283 5.6056 0.0000
C 3.8944 -2.1514 4.7923 0.0000
O 2.7270 -1.4474 4.5050 0.0000
H 5.5880 -1.5207 6.2069 0.0000
H 4.0664 -0.7811 6.3481 0.0000
H 4.9973 -0.4682 4.8725 0.0000
H 3.5987 -2.9709 5.4474 0.0000
H 4.4011 -2.4838 3.8863 0.0000
H 2.0335 -2.1098 4.5467 0.0000
C -1.3343 4.3405 4.7596 0.0000
C 0.0925 4.4351 4.9425 0.0000
O 0.2786 4.8249 6.2899 0.0000
H -1.6199 4.2886 3.7090 0.0000
H -1.8605 5.2793 4.9325 0.0000
H -1.7454 3.5538 5.3922 0.0000
H 0.5316 5.2247 4.3327 0.0000
H 0.5853 3.4723 4.8073 0.0000
H 0.8026 4.2509 6.8534 0.0000
C 2.0232 -2.2980 -4.3682 0.0001
C 1.5027 -0.8173 -4.0591 0.0006
O 0.0970 -0.8775 -4.2357 -0.0013
H 3.0938 -2.4720 -4.2601 0.0000
H 1.7332 -2.5786 -5.3808 0.0000
H 1.6393 -3.0338 -3.6616 0.0000
H 1.9406 -0.0325 -4.6759 -0.0001
H 1.8241 -0.4812 -3.0732 0.0000
H -0.3450 -1.2185 -3.4547 0.0008
C 4.7577 -4.7301 2.1269 0.0000
C 6.1797 -4.6915 1.7813 0.0000
O 6.9374 -5.2668 2.8271 0.0000
H 4.2786 -3.9447 1.5424 0.0000
H 4.5154 -4.7149 3.1895 0.0000
H 4.5262 -5.7577 1.8466 0.0000
H 6.4516 -3.6398 1.6912 0.0000
H 6.4203 -5.2007 0.8480 0.0000
H 6.9803 -4.5839 3.5004 0.0000
C -2.2411 5.7467 -2.4762 0.0016
C -1.0522 5.2340 -1.7322 -0.0005
O -0.0613 5.3017 -2.5631 -0.0003
H -2.3465 6.8153 -2.2892 0.0004
H -3.0387 5.0631 -2.1853 0.0006
H -2.2119 5.6032 -3.5564 0.0013
H -1.1466 4.1965 -1.4116 0.0021
H -0.9955 5.8060 -0.8061 -0.0003
H 0.1013 4.4972 -3.0611 -0.0024
```

Values from the calculation:
Kohn-Sham gap (alpha / beta), Eh: 0.323 / 0.132
Total charge: +1
2S+1: 2
E_HOMO (alpha / beta), eV: -10.868 / -10.868
DFT total energy, eV: -76663.9860

=====

DFT (the ωB97M-V functional and the def2-TZVPD basis) results for a cluster of 2 separate species, C6H5BrF4O2 in total.

Geometry as XYZ:
```
18
Properties=species:S:1:pos:R:3:nbo_charge:R:1
C -3.1549 -1.9946 0.9853 -0.1908
C -0.7907 -0.7886 -1.2053 0.5422
C 2.3701 1.1514 0.3376 -0.1008
C 1.1902 1.5952 -0.4675 0.0129
C 0.9009 0.8813 -1.8078 -0.1255
C -1.9770 -1.5022 1.8595 0.8329
O 2.4689 2.3177 -0.4166 -0.4821
O 0.4162 -0.4606 -1.5484 -0.4950
F -1.5629 0.2011 -0.8351 -0.3538
F -2.0255 -0.2290 2.0876 -0.2853
F -0.6938 -1.8591 1.3895 -0.3607
F -1.9741 -2.1350 3.0765 -0.3233
Br -2.7325 -3.1636 -0.2519 0.3250
H 2.3709 1.2853 1.4298 0.1998
H 3.0560 0.3480 -0.1915 0.1823
H 0.3237 1.9380 0.0368 0.1993
H 1.7602 0.9109 -2.3626 0.2192
H 0.0545 1.5039 -2.1159 0.2038
```

Values from the calculation:
Kohn-Sham gap (alpha / beta), Eh: 0.283 / 0.283
E_HOMO (alpha / beta), eV: -9.228 / -9.226
DFT total energy, eV: -91302.4680

=====

DFT (the ωB97M-V functional and the def2-TZVPD basis) results for a structure of composition C46H55MnN6O2Si.

Geometry as XYZ:
```
111
Properties=species:S:1:pos:R:3:mulliken_spin:R:1
Mn 0.3241 -0.0146 -0.1471 3.8782
C 0.4310 2.8879 4.1062 0.0004
C 0.9498 1.4818 3.7942 0.0093
C 2.0996 1.1643 4.7590 0.0006
C -0.1451 0.4368 3.8641 -0.0157
C -1.0177 0.4925 4.9449 0.0045
C -2.0237 -0.4369 5.1141 -0.0051
C -2.1537 -1.4533 4.1907 0.0012
C -1.3018 -1.5523 3.0963 -0.0058
C -1.4333 -2.7654 2.2051 -0.0138
C -2.8749 -3.1892 1.9297 0.0004
C -0.6230 -3.9197 2.8031 -0.0023
C -0.2908 -0.5948 2.9135 0.0371
N 0.6099 -0.6395 1.7751 -0.0720
C 1.8977 -0.9709 2.0836 0.0285
O 2.2982 -1.5381 3.0891 0.0115
C 2.9100 -0.5337 1.0348 0.0486
C 4.2856 -0.4832 1.1768 0.0020
C 5.0183 0.0573 0.1212 0.0049
C 4.3965 0.5064 -1.0420 -0.0020
C 3.0212 0.3791 -1.1210 0.0273
N 2.3589 -0.1212 -0.0931 -0.0063
C 2.1306 0.6557 -2.3255 0.0610
O 2.6128 1.0879 -3.3596 0.0108
N 0.8502 0.2743 -2.1010 0.0064
C 0.0157 -0.0049 -3.2367 -0.0187
C 0.2617 -1.1189 -4.0742 0.0280
C -0.6607 -1.3767 -5.0937 0.0018
C -1.8126 -0.6421 -5.2719 -0.0004
C -2.0327 0.4520 -4.4587 -0.0020
C -1.1163 0.8081 -3.4781 0.0018
C -1.2943 2.1628 -2.8244 -0.0433
C -2.7447 2.5213 -2.4919 0.0008
C -0.7222 3.2143 -3.7866 -0.0006
C 1.4313 -2.1288 -4.1132 -0.0012
C 2.6504 -2.0021 -3.2033 0.0022
C 0.9231 -3.5716 -3.9667 -0.0005
H 1.1828 3.6391 3.8557 0.0001
H 0.2222 3.0019 5.1713 0.0004
H -0.4837 3.1109 3.5607 -0.0013
H 1.3276 1.4781 2.7736 0.0230
H 1.7398 1.2163 5.7898 0.0000
H 2.8982 1.9033 4.6491 -0.0001
H 2.5120 0.1730 4.5964 -0.0004
H -0.9019 1.2832 5.6739 0.0000
H -2.6936 -0.3745 5.9620 -0.0005
H -2.9259 -2.1976 4.3305 -0.0002
H -0.9905 -2.4977 1.2564 0.0376
H -3.3829 -3.5327 2.8313 0.0000
H -2.8933 -4.0217 1.2222 0.0000
H -3.4569 -2.3659 1.5110 0.0002
H -1.0208 -4.1890 3.7840 -0.0002
H 0.4221 -3.6330 2.9385 0.0003
H -0.6725 -4.8084 2.1686 0.0002
H 4.7492 -0.8371 2.0865 0.0008
H 6.0947 0.1321 0.2086 -0.0002
H 4.9488 0.9274 -1.8703 0.0008
H -0.4580 -2.1926 -5.7761 0.0001
H -2.5100 -0.8980 -6.0592 0.0001
H -2.9045 1.0736 -4.6164 0.0001
H -0.7168 2.1758 -1.9031 0.0678
H -3.3070 2.7866 -3.3900 -0.0004
H -2.7676 3.3887 -1.8292 0.0006
H -3.2675 1.7106 -1.9876 0.0004
H -1.3262 3.2476 -4.6966 0.0000
H 0.3029 2.9785 -4.0774 -0.0002
H -0.7381 4.2072 -3.3316 0.0003
H 1.8117 -2.0304 -5.1356 -0.0001
H 2.3802 -2.0231 -2.1458 0.0133
H 3.2358 -1.1128 -3.4101 -0.0005
H 3.2944 -2.8654 -3.3852 0.0000
H 0.7202 -3.7884 -2.9197 0.0007
H 1.6955 -4.2698 -4.2945 -0.0001
H 0.0192 -3.7778 -4.5355 0.0001
N -1.7005 -7.1443 -1.2915 0.0013
C -1.3558 -6.0535 -1.1971 -0.0003
C -0.9229 -4.6866 -1.0775 0.0022
C -1.7049 -3.6573 -1.5824 -0.0063
C -1.2604 -2.3575 -1.4237 0.0148
N -0.1301 -2.0586 -0.7771 -0.0139
C 0.6423 -3.0580 -0.3397 0.0491
C 0.2921 -4.3860 -0.4725 0.0044
H -2.6399 -3.8570 -2.0850 0.0000
H -1.8374 -1.5287 -1.8172 -0.0154
H 1.5524 -2.7801 0.1746 -0.0072
H 0.9363 -5.1637 -0.0901 -0.0001
C 0.2102 4.8535 0.7665 -0.0014
Si 1.0105 3.2191 0.2980 0.0190
C 2.5584 3.0693 1.3602 0.0003
C 1.7549 3.5093 -1.4044 0.0036
N -0.0947 1.8460 0.3443 -0.1124
C -1.4327 1.8188 0.7363 -0.1110
C -2.1012 2.7737 1.5204 -0.0034
C -3.4275 2.6077 1.8832 0.0009
C -4.1641 1.4941 1.4994 0.0101
C -3.5401 0.5426 0.7112 0.0018
C -2.2191 0.7219 0.3426 0.0439
H 0.9404 5.6285 0.5176 -0.0005
H -0.0124 4.9495 1.8293 -0.0007
H -0.6969 5.0618 0.1965 -0.0003
H 3.2383 3.8443 0.9922 0.0002
H 3.0769 2.1176 1.2417 -0.0003
H 2.4114 3.2428 2.4240 0.0006
H 1.9051 4.5878 -1.5085 0.0013
H 1.1574 3.1803 -2.2464 -0.0030
H 2.7393 3.0496 -1.5074 0.0015
H -1.5858 3.6539 1.8593 -0.0002
H -3.8936 3.3715 2.4939 -0.0002
H -5.1956 1.3806 1.8026 0.0011
H -4.0785 -0.3317 0.3657 0.0005
H -1.8008 -0.0038 -0.3583 -0.0002
```

Values from the calculation:
Kohn-Sham gap (alpha / beta), Eh: 0.235 / 0.236
2S+1: 5
E_HOMO (alpha / beta), eV: -7.572 / -7.680
DFT total energy, eV: -100832.2190